[1]
C4H7NO | ωB97M-V with the def2-TZVPD basis set

Structure (XYZ):
```
13
Properties=species:S:1:pos:R:3:forces:R:3
O -2.2848 -1.6569 0.0492 0.0585 -0.2857 -0.0038
C -1.2524 -0.7823 -0.0700 0.3271 0.2128 -0.0312
C 0.5015 2.1192 0.2210 0.0102 -0.0954 -0.1933
N 0.6273 1.2287 -0.6675 -0.0219 0.2700 0.3637
C 1.1399 -0.0604 -0.2328 0.0812 -0.0942 0.0206
C 0.0411 -1.0890 -0.1479 -0.2200 0.0095 0.0221
H -1.9276 -2.5542 0.0865 -0.1113 0.0834 -0.0093
H -1.6136 0.2404 -0.1009 0.0767 -0.1371 -0.0197
H 0.7698 1.9653 1.2769 0.0174 -0.0218 -0.1407
H 0.0995 3.0951 -0.0563 0.0592 -0.1209 0.0203
H 1.6585 0.0134 0.7410 -0.0855 0.0196 -0.1436
H 1.8863 -0.3858 -0.9678 -0.1323 0.0336 0.0885
H 0.3545 -2.1334 -0.1316 -0.0593 0.1261 0.0262
```
Forces are in eV/Å.

## Properties
DFT total energy ... -7797.45721 eV
Spin multiplicity ... 1
Gap between HOMO and LUMO ... 9.78 eV
Molecular weight ... 85.11 g/mol
Structure (SMILES) ... C=NC/C=C/O
Net charge ... 0
LUMO ... 1.0 eV
Energy above the lowest of the compared OMol25 structures with the same formula, charge and spin ... 50.4 kcal/mol


[2]
C24H64N8O9 | ωB97M-V with the def2-TZVPD basis set

Structure (XYZ):
```
105
Properties=species:S:1:pos:R:3:forces:R:3
C -18.4851 33.3795 26.1570 -0.3692 0.0339 1.4926
C -18.5506 33.5556 27.7152 -0.8023 -1.4319 0.3456
C -20.0183 33.6053 28.2618 0.2071 0.9973 -0.1267
O -20.8063 34.6877 27.7491 -0.5644 -0.2069 -0.0475
C -20.3627 36.0283 27.8997 -0.0728 -0.5757 -0.5633
N -17.9467 32.4111 28.4223 0.4819 1.8369 0.6871
H -18.6877 32.3190 26.0070 -0.2232 0.1622 -0.3579
H -17.4892 33.5887 25.7667 -0.1200 0.1819 0.0612
H -19.2595 34.0013 25.7080 0.1070 -0.0518 -0.4153
H -18.0746 34.4775 28.0492 0.2520 -0.0133 -0.0633
H -20.0826 33.6369 29.3495 0.8199 0.3171 0.2844
H -20.5757 32.6873 28.0757 0.0535 0.0450 -0.8167
H -20.2219 36.3903 28.9182 0.4455 -0.4677 0.3034
H -21.1186 36.6997 27.4923 -0.1829 -0.2925 -0.2872
H -19.4840 36.1263 27.2621 0.3677 0.5038 0.7664
H -18.3115 31.5105 28.1470 0.5622 0.4676 -0.2262
H -16.9383 32.4688 28.4284 -0.0668 -0.2265 0.0120
C -20.1713 29.8823 28.1529 -0.9573 0.7631 -1.8829
O -19.0719 30.3873 27.3448 -0.1272 -2.4312 0.4697
C -18.6844 29.4967 26.2857 -0.3943 0.6925 -1.0913
C -18.1334 28.1444 26.6263 0.3429 -0.0186 -0.3424
N -16.9825 28.1997 27.5437 -0.9226 0.0396 -0.1233
C -16.8865 26.9301 28.2337 0.9217 -0.0868 0.8952
C -17.7831 26.8693 29.4150 -2.1201 -0.9287 1.0371
O -17.7012 28.0065 30.2712 1.4684 -0.7172 -1.3811
C -18.4465 28.0019 31.4666 0.2305 1.0721 -0.7207
H -20.1104 28.9586 28.7285 0.9366 0.0388 -0.0580
H -20.9243 29.7422 27.3774 -0.6253 -0.4389 0.2360
H -20.5699 30.6926 28.7632 0.5771 -0.0284 0.1956
H -18.0297 30.0138 25.5842 0.5274 0.5224 0.7099
H -19.5323 29.3348 25.6200 -0.6302 -0.1688 0.1853
H -17.8131 27.6773 25.6950 0.1868 0.1785 -0.2847
H -18.9988 27.5300 26.8749 0.0090 -0.3765 0.9999
H -17.3053 28.8329 28.2613 0.4682 0.6507 0.2695
H -16.0007 26.6782 28.8168 1.4450 0.7205 -1.3424
H -17.0772 26.1373 27.5104 -0.0538 -0.2663 0.3430
H -17.5054 25.9903 29.9967 -0.1501 -0.2919 0.1087
H -18.7833 26.6907 29.0204 -0.7959 0.2964 0.5180
H -17.9680 28.8004 32.0337 -0.4280 0.1311 0.1770
H -18.3988 27.1169 32.1012 -0.1673 -0.4230 -0.4708
H -19.4280 28.3087 31.1052 -0.6020 -0.2929 1.0420
C -26.5799 32.6594 21.1331 0.8885 -1.0365 1.1298
O -26.3536 33.3036 22.4156 -0.5801 1.5457 -1.5893
C -26.2497 34.7674 22.2626 1.9586 -0.0834 1.7616
C -25.4940 35.3765 23.5817 0.0981 -1.8004 -2.0523
N -24.1278 34.8149 23.5085 0.1712 -0.5874 -1.2892
C -23.0778 35.1127 24.4663 -2.8653 -0.1274 1.7833
C -23.5162 34.5653 25.8432 1.2999 1.2780 0.3833
O -23.8613 33.1975 25.8375 0.8297 -0.0287 -0.4725
C -23.7531 32.5471 27.0762 -0.9150 -1.1035 -0.2273
H -25.8590 32.9312 20.3620 -0.3084 0.9519 -0.1287
H -27.6163 32.5916 20.8023 -0.0690 0.7762 -0.0220
H -26.2865 31.6162 21.2503 -0.1348 -0.2224 0.5691
H -27.1651 35.3204 22.0521 -0.4677 -0.5242 0.1979
H -25.5327 34.9870 21.4715 -0.0750 -0.1506 -0.2760
H -26.0564 35.0062 24.4389 -0.0998 0.4944 0.3682
H -25.4542 36.4578 23.4500 -0.1907 0.0014 0.3669
H -24.2382 33.8144 23.5905 -0.2209 -0.2637 -0.4286
H -23.0745 36.1876 24.6468 0.8163 0.1287 -0.3511
H -22.1111 34.6545 24.2575 -0.0913 0.2972 -0.6637
H -24.2955 35.1852 26.2867 -0.6362 -0.0960 -0.1940
H -22.6387 34.8534 26.4220 0.1443 -0.9320 0.7632
H -22.7531 32.3852 27.4785 0.2284 1.2145 0.2539
H -24.0294 31.4988 26.9633 -0.4142 -0.1379 -0.6858
H -24.5434 32.9194 27.7280 0.5773 0.4036 0.7154
C -17.1749 34.6144 22.9521 0.1659 -0.9077 1.0486
O -16.7265 35.4457 24.0456 -0.2503 0.0982 -1.8544
C -15.4929 35.0609 24.6462 0.3902 1.2127 0.3028
C -14.3253 36.0772 24.4391 0.1331 1.8463 1.2614
N -14.6169 37.5267 24.8427 -1.6292 -2.9165 -1.1969
C -15.3844 38.2353 23.8162 0.6097 0.8693 0.9210
C -15.7155 39.5842 24.3484 0.7454 0.6951 -0.2955
O -14.5092 40.3643 24.1372 -1.2266 1.3773 1.2919
C -14.7228 41.6956 24.6779 -0.3599 -0.6475 -0.3205
H -17.3603 33.6549 23.4349 0.3026 -0.5455 -0.4992
H -16.4917 34.5350 22.1065 0.3332 0.0869 0.2322
H -18.1581 34.8376 22.5379 -0.0222 0.9837 0.3877
H -15.1646 34.0762 24.3134 -0.0817 -0.1102 -0.0747
H -15.7609 35.0269 25.7022 0.4819 -0.0993 0.1815
H -13.8718 36.0440 23.4484 -0.3618 -0.0982 -0.3972
H -13.5057 35.8261 25.1123 -0.0951 -0.6214 0.0880
H -13.8815 38.0306 25.3174 0.0781 -0.0856 -0.5938
H -16.3334 37.7715 23.5469 0.4482 -0.5749 0.0707
H -14.7803 38.5209 22.9550 0.0031 -0.7328 -0.6659
H -15.9750 39.5079 25.4043 -0.0238 0.2567 0.1835
H -16.5359 40.0333 23.7886 -0.1340 0.1888 -0.0108
H -15.6901 42.1063 24.3884 -0.0637 0.0498 -0.9599
H -13.9151 42.3497 24.3495 -0.0595 -0.1753 0.1916
H -14.8973 41.7213 25.7535 0.8879 -0.4188 0.4286
C -16.1985 36.9076 30.9535 2.1863 -4.7405 1.2311
O -15.6765 35.7902 31.0938 -0.4391 1.2123 0.4080
N -16.2184 37.9169 31.8058 0.3790 2.1829 2.2200
N -16.8570 37.2639 29.9016 -2.7371 2.1328 -4.3983
H -15.8457 37.9141 32.7445 0.0609 -0.1136 -0.5280
H -16.5695 38.7569 31.3684 0.3488 0.2223 1.3446
H -17.1521 38.2289 29.9430 -0.4535 -0.4853 -0.8714
H -17.2015 36.7517 29.1021 0.6426 -0.4100 0.5462
C -19.8089 37.5624 24.1758 -4.1879 -0.1742 2.9149
O -20.8930 37.9919 24.6286 1.1569 0.1179 -0.0448
N -18.9963 36.7919 24.8765 1.5667 -1.5126 1.4860
N -19.5002 37.7228 22.9338 1.3132 1.0729 -4.3361
H -18.2109 36.3233 24.4478 0.1598 0.2367 0.0804
H -19.3537 36.2758 25.6677 -0.2517 0.5749 -0.3846
H -20.0773 38.3472 22.3886 0.1559 -0.2882 0.0765
H -18.7907 37.1690 22.4756 -0.1502 0.3273 0.0839
```
Forces are in eV/Å.

## Properties
DFT total energy ... -56266.70051 eV
Spin multiplicity ... 1
Gap between HOMO and LUMO ... 8.33 eV
Molecular weight ... 608.82 g/mol
Structure (SMILES) ... COC[C@H](C)N.COCCNCCOC.COCCNCCOC.COCCNCCOC.NC(N)=O.NC(N)=O
Net charge ... 0
LUMO ... 0.5 eV
Energy above the lowest of the compared OMol25 structures with the same formula, charge and spin ... 0.0 kcal/mol


[3]
C46H51AsN9OP3Ti | ωB97M-V with the def2-TZVPD basis set

Structure (XYZ):
```
112
Properties=species:S:1:pos:R:3:forces:R:3
Ti 1.3201 -0.0152 0.4795 -0.9985 -0.5682 0.6947
C 5.1265 2.8816 -2.2575 0.7208 0.5711 -0.0325
N 4.0172 1.9870 -2.0344 -0.8106 -0.3025 0.6873
C 3.3886 1.2348 -2.9722 -0.3293 -0.3945 -0.1359
C 2.4009 0.5395 -2.3269 0.0831 0.0756 -0.3949
N 2.4182 0.8517 -1.0001 1.2789 1.2667 -1.1439
C 3.4014 1.7496 -0.8475 0.1495 -0.1630 -0.0851
P 3.9606 2.3955 0.7636 -0.7566 -0.1644 0.0570
C 2.3030 2.7002 1.5017 0.5368 0.1068 -0.0169
N 1.3287 1.7873 1.6393 0.3134 1.0411 0.1854
C 0.4633 2.3194 2.5507 -0.0408 0.2174 0.3744
C 0.9226 3.5388 2.9678 -0.4319 -0.5194 0.1365
N 2.0786 3.7660 2.3027 -0.2527 -0.6708 -0.5140
C 2.9035 4.9413 2.4084 0.6616 0.6826 0.1414
C 4.0800 0.7360 1.5183 0.2878 -0.2226 -0.0087
N 3.2101 -0.2754 1.3645 1.3418 0.3647 0.6256
C 3.7895 -1.3499 1.9751 0.2557 -0.1257 0.2245
C 4.9892 -0.9795 2.5181 -0.2693 -0.4957 -0.0546
N 5.1613 0.3309 2.2270 -0.9408 -0.1353 -0.5131
C 6.2687 1.1493 2.6377 0.7639 0.6209 0.2471
H 5.3845 2.8872 -3.3159 -0.0699 -0.0507 0.1121
H 5.9973 2.5531 -1.6853 -0.0819 0.0261 -0.1234
H 4.8714 3.9004 -1.9572 -0.0238 -0.1407 -0.0615
H 3.6665 1.2570 -4.0090 0.0498 0.0228 -0.1126
H 1.6519 -0.1105 -2.7436 0.0095 -0.0363 -0.0559
H -0.4387 1.8282 2.8627 -0.0387 0.0301 -0.0226
H 0.5092 4.2232 3.6804 -0.0595 0.2140 0.0716
H 2.3404 5.7505 2.8696 -0.0469 -0.1034 -0.0696
H 3.2353 5.2618 1.4206 -0.0849 -0.0019 0.0942
H 3.7789 4.7414 3.0274 -0.0381 0.0112 -0.0067
H 3.3331 -2.3226 1.9891 -0.0200 -0.0027 0.0195
H 5.7153 -1.5447 3.0658 0.1431 -0.1061 0.1380
H 7.0147 0.5263 3.1248 -0.0368 -0.0042 -0.0430
H 5.9450 1.9149 3.3444 -0.0043 -0.0932 -0.0255
H 6.7277 1.6371 1.7777 -0.0011 -0.0700 0.0441
C -1.2815 -0.6649 -2.9227 -0.0139 0.0515 -0.4571
N -1.6673 -0.3970 -1.5177 0.4920 -0.3171 0.5924
P -1.7254 -2.0722 -0.8676 -1.1755 0.1352 -0.1663
C -3.1520 -2.5656 -1.9196 0.1759 -0.0108 0.0276
C -3.2077 -3.8511 -2.4430 0.1131 0.1174 0.1279
C -4.2440 -4.2204 -3.2844 -0.1079 -0.0956 -0.0595
C -5.2356 -3.3114 -3.6055 0.0231 -0.1099 0.0031
C -5.1926 -2.0301 -3.0781 -0.0613 0.0645 0.0211
C -4.1624 -1.6579 -2.2361 -0.0392 -0.1121 -0.0568
C -2.6150 -2.2220 0.7420 0.3298 -0.0366 -0.2156
C -1.9661 -3.0724 1.6412 0.0628 -0.0467 -0.2682
C -2.6209 -3.5712 2.7524 -0.0293 -0.1755 -0.0208
C -3.9375 -3.2108 2.9914 -0.0115 -0.0445 -0.0856
C -4.5859 -2.3476 2.1192 -0.1258 -0.0846 -0.1123
C -3.9394 -1.8702 0.9928 0.0092 0.0427 0.0589
P -0.7448 0.9018 -0.8563 -1.6289 0.6478 -0.4041
C -0.9510 2.0842 -2.2691 0.4580 0.0946 0.0762
C -2.2619 2.2587 -2.7221 0.0527 -0.0617 -0.0071
C -2.5372 3.1252 -3.7602 -0.0023 -0.0804 0.0490
C -1.5076 3.8383 -4.3576 0.1449 0.0623 0.0347
C -0.2142 3.7036 -3.8845 0.0148 0.1034 -0.0876
C 0.0670 2.8384 -2.8356 0.0169 -0.2291 0.1487
C -1.8525 1.9466 0.1733 0.1951 -0.0797 0.1824
C -1.3035 3.2080 0.4138 -0.0380 -0.0505 -0.0436
C -2.0307 4.1772 1.0734 0.0180 -0.0443 -0.0069
C -3.3178 3.8932 1.5086 -0.0463 -0.0336 -0.0322
C -3.8638 2.6427 1.2800 -0.0974 -0.0027 0.0249
C -3.1380 1.6676 0.6115 0.2450 -0.0931 -0.1074
H -2.1741 -0.9246 -3.4911 0.1824 0.0013 -0.0794
H -0.5770 -1.5100 -2.9819 -0.1278 0.0656 -0.0683
H -0.8248 0.2048 -3.3903 -0.0096 -0.1792 0.0005
H -2.4485 -4.5790 -2.1881 0.0349 -0.0487 -0.0400
H -4.2744 -5.2149 -3.6986 -0.0081 -0.1545 -0.0170
H -6.0422 -3.6033 -4.2593 -0.0661 -0.0061 -0.0896
H -5.9614 -1.3197 -3.3381 -0.1062 0.0942 0.0152
H -4.1265 -0.6500 -1.8467 0.0273 0.0903 -0.0265
H -0.9309 -3.3426 1.4493 -0.0788 -0.0498 0.0542
H -2.1148 -4.2665 3.4044 0.0382 -0.0525 0.1397
H -4.4779 -3.6191 3.8311 -0.0004 -0.0360 0.1360
H -5.6164 -2.0765 2.2992 -0.0219 0.0482 0.0298
H -4.4841 -1.2481 0.2990 -0.0627 -0.0187 -0.0536
H -3.0681 1.7079 -2.2612 -0.0754 -0.0589 0.0310
H -3.5556 3.2425 -4.0987 -0.0612 0.0244 -0.0484
H -1.7130 4.5091 -5.1766 -0.0362 0.0709 -0.0825
H 0.5826 4.2733 -4.3378 0.0768 0.0793 -0.0234
H 1.0805 2.7602 -2.4627 0.0224 -0.0056 -0.0242
H -0.3065 3.4320 0.0423 -0.0529 0.1030 0.0182
H -1.5999 5.1523 1.2379 0.0129 0.1502 0.0179
H -3.9008 4.6481 2.0098 -0.0649 0.1060 0.0901
H -4.8607 2.4158 1.6216 -0.1179 -0.0074 0.0567
H -3.5780 0.6985 0.4310 -0.0548 -0.0842 -0.0355
N -4.1584 0.3973 3.5740 -0.5234 0.2708 0.0723
C -3.1161 -0.0711 3.5422 0.0163 0.1337 0.0110
C -1.7957 -0.5921 3.5152 0.8135 -0.0934 0.0357
C -1.2540 -1.2371 4.6250 0.0457 0.2098 -0.4282
C 0.0554 -1.6780 4.5309 0.0363 0.0116 -0.1892
C 0.7768 -1.4296 3.3727 0.0642 -0.2338 0.3489
N 0.2693 -0.8121 2.2958 -0.3602 0.1531 0.2583
C -1.0077 -0.4329 2.3712 -0.3958 0.0215 0.2664
H -1.8459 -1.3852 5.5149 -0.0349 -0.0154 0.0977
H 0.5143 -2.2045 5.3530 0.1116 -0.0010 0.0313
H 1.8103 -1.7426 3.3252 -0.0605 0.0791 -0.0348
H -1.4373 0.0296 1.4895 0.0184 0.0226 0.3574
C 3.2361 -3.7991 -0.3700 -0.1928 0.2328 0.0004
As 1.5670 -3.1232 -1.1040 0.7055 -1.6645 -0.7527
C 2.0177 -2.8811 -2.9858 -0.1130 0.1676 0.2801
C 0.4035 -4.6801 -0.9383 -0.0122 0.2497 -0.0574
O 1.2004 -1.6735 -0.3099 0.2372 -0.5101 -0.2569
H 3.5678 -4.6060 -1.0259 -0.0595 0.0334 -0.0066
H 3.0795 -4.2142 0.6283 -0.0370 0.0824 -0.1112
H 4.0049 -3.0244 -0.3443 -0.1429 -0.0472 -0.0166
H 2.2948 -3.8639 -3.3718 -0.0344 -0.0330 0.1496
H 2.8861 -2.2223 -3.0534 -0.1067 -0.0614 0.0595
H 1.2025 -2.4939 -3.5948 -0.0272 -0.0049 0.1718
H 1.0254 -5.5381 -1.2047 0.1398 0.1017 0.0402
H -0.4404 -4.6248 -1.6237 0.1723 0.1529 0.1076
H 0.0435 -4.8008 0.0836 0.0566 0.1188 -0.0841
```
Forces are in eV/Å.

## Properties
DFT total energy ... -175788.85963 eV
Spin multiplicity ... 2
Gap between HOMO and LUMO (spin up / spin down) ... 7.25 / 7.14 eV
<S²> ... 0.7531
Molecular weight ... 961.69 g/mol
Net charge ... +3
LUMO (spin up / spin down) ... -7.6 / -7.7 eV


What is the formula in the third record?
C46H51AsN9OP3Ti


Which of these has the highest net charge?
C46H51AsN9OP3Ti